Entry 1:
Molecular formula: C5H13N2
Method: DFT, wB97M-V/def2-TZVPD

Structure (XYZ):
```
20
Properties=species:S:1:pos:R:3:mulliken_charge:R:1
C 0.189 -0.831 0.591 -0.54
H -0.694 -0.638 1.196 0.31
H 2.337 -3.018 2.165 0.96
C 0.569 0.251 -0.402 -0.64
N 1.845 -2.623 1.319 -2.45
C -0.695 0.768 -1.048 -0.68
H -2.655 3.348 -1.496 0.20
H -1.267 -0.018 -1.536 0.24
H 1.045 1.076 0.143 0.37
H 1.028 -3.247 1.147 0.70
H 1.142 -1.155 2.586 0.49
N -2.397 2.379 -1.534 -0.46
H -3.193 1.775 -1.628 0.19
H -0.641 2.806 -0.514 0.30
C 1.336 -1.212 1.513 -1.02
H 1.244 0.035 -1.232 0.31
H 2.158 -0.532 1.331 0.38
H 2.478 -2.713 0.492 0.91
H -0.171 -1.703 0.033 0.41
C -1.212 1.982 -0.926 0.01
```

As for the multiplicity: 2. The HOMO energy (spin up / spin down) is -3.59 / -8.18 eV. Its energy above the lowest of the compared OMol25 structures with the same formula, charge and spin is 209.7 kJ/mol. Its expectation value of S² is 0.75. The calculation puts the gap between HOMO and LUMO (spin up / spin down) at 4.572 / 9.087 eV.

Entry 2:
Molecular formula: C5H13N2
Method: DFT, wB97M-V/def2-TZVPD

Structure (XYZ):
```
20
Properties=species:S:1:pos:R:3:mulliken_charge:R:1
H 1.586 -0.390 -2.198 0.23
C -0.307 0.369 -1.259 0.04
N -2.159 0.153 0.253 -0.46
H 0.058 -0.932 -2.985 0.32
C 0.506 -0.089 -2.401 -1.21
H 1.848 0.953 0.392 0.34
H -2.960 -0.342 0.572 0.19
H -2.334 1.104 0.146 0.28
H 0.630 0.697 -3.140 0.34
C -1.260 -0.379 -0.605 -0.35
H 0.138 0.255 2.766 0.42
H -0.140 1.472 -0.904 0.40
C 0.190 0.868 1.944 -0.94
H -0.896 0.843 1.610 0.24
N 1.485 -1.024 0.988 -0.26
H -1.362 -1.467 -0.716 0.38
H 0.823 -1.792 1.332 0.29
H 0.377 1.864 2.314 0.33
H 2.376 -1.489 0.729 0.27
C 1.085 0.214 0.978 0.15
```

Its net charge is +1. The HOMO energy is -12.10 eV. Its energy above the lowest of the compared OMol25 structures with the same formula, charge and spin is 321.6 kJ/mol. The calculation puts the gap between HOMO and LUMO at 7.930 eV.

Entry 3:
Molecular formula: C5H13N2
Method: DFT, wB97M-V/def2-TZVPD

Structure (XYZ):
```
20
Properties=species:S:1:pos:R:3:mulliken_charge:R:1
H 1.527 1.502 0.384 0.26
H 1.997 -0.997 1.117 0.32
N 1.107 -1.135 -0.890 -0.33
H -1.029 -1.349 0.818 0.39
C 0.962 -0.789 0.678 0.20
H 0.921 -2.134 -1.156 0.38
H -0.603 1.669 -2.164 0.33
H -1.711 0.692 -2.115 0.33
H -2.422 1.922 -0.112 0.36
H 1.952 -0.918 -1.400 0.38
N -0.660 0.743 -1.684 -0.66
H 0.588 -0.503 -1.525 0.24
H -0.223 -1.479 2.323 0.37
C -0.167 -1.715 1.287 -1.19
C -0.618 1.078 -0.255 0.35
C -1.432 2.022 0.211 -0.89
H -1.179 2.640 1.183 0.26
C 0.644 0.661 0.580 -0.83
H 0.298 0.919 1.525 0.36
H 0.047 -2.829 1.195 0.37
```

Its net charge is +1. The HOMO energy is -13.17 eV. Its energy above the lowest of the compared OMol25 structures with the same formula, charge and spin is 378.6 kJ/mol. The calculation puts the gap between HOMO and LUMO at 10.056 eV.

Entry 4:
Molecular formula: C5H13N2
Method: DFT, wB97M-V/def2-TZVPD

Structure (XYZ):
```
20
Properties=species:S:1:pos:R:3:mulliken_charge:R:1
H 0.722 1.858 -1.777 0.29
H -0.078 -1.549 0.473 0.43
C -1.769 0.505 1.122 -0.20
H -1.776 0.183 -1.025 0.34
C -1.227 0.962 2.236 -0.75
H 2.212 -1.327 0.600 0.35
H -0.021 -1.681 -1.249 0.38
H -2.567 -0.217 1.221 0.36
H -1.312 1.816 -0.527 0.35
H -1.681 0.716 3.182 0.29
N 1.844 -1.507 -0.333 -0.29
H -0.356 1.606 2.246 0.25
H 2.412 -1.047 -1.056 0.37
H 0.526 0.454 -2.414 0.27
C 0.256 0.393 -0.399 0.29
H 1.935 -2.520 -0.484 0.37
C 0.375 -1.101 -0.414 -0.97
C -1.251 0.763 -0.266 -0.69
N 0.967 0.886 -1.599 -0.75
H 0.789 0.807 0.462 0.29
```

Its net charge is +1. The HOMO energy is -13.22 eV. Its energy above the lowest of the compared OMol25 structures with the same formula, charge and spin is 181.9 kJ/mol. The calculation puts the gap between HOMO and LUMO at 9.664 eV.